[1]
{
  "formula": "C49H37As2BrClF5N2O11SeTc",
  "method": "ωB97M-V/def2-TZVPD",
  "multiplicity": 4,
  "orbital_gap_ev": [5.30, 5.73],
  "symbols": ["Tc", "Cl", "C", "C", "C", "C", "O", "C", "C", "N", "C", "C", "C", "C", "C", "C", "C", "C", "N", "C", "C", "H", "H", "H", "H", "H", "H", "H", "H", "H", "H", "F", "C", "C", "F", "C", "F", "C", "Se", "C", "F", "C", "F", "C", "C", "C", "C", "C", "C", "H", "H", "H", "H", "H", "C", "O", "C", "O", "C", "C", "As", "C", "C", "C", "As", "C", "C", "O", "O", "C", "C", "O", "O", "C", "C", "O", "O", "C", "H", "H", "H", "H", "H", "H", "H", "H", "H", "H", "H", "H", "H", "H", "H", "H", "H", "H", "Br", "C", "C", "C", "C", "C", "C", "C", "O", "O", "H", "H", "H", "H"],
  "positions_angstrom": [[-0.15, 1.11, -0.16], [-5.99, -1.79, 3.11], [-4.80, -1.01, 2.11], [-5.11, -0.76, 0.76], [-4.18, -0.19, -0.06], [-2.89, 0.16, 0.42], [-2.03, 0.64, -0.40], [-2.62, -0.03, 1.81], [-1.44, 0.43, 2.44], [-0.41, 0.98, 1.85], [0.61, 1.59, 2.63], [0.60, 1.70, 4.02], [1.55, 2.47, 4.67], [2.47, 3.21, 3.95], [2.52, 3.10, 2.55], [3.35, 3.93, 1.74], [3.17, 3.92, 0.36], [2.35, 3.00, -0.24], [1.86, 1.85, 0.52], [1.65, 2.19, 1.92], [-3.60, -0.64, 2.63], [-6.09, -1.02, 0.38], [-4.37, 0.00, -1.11], [-1.43, 0.34, 3.52], [-0.16, 1.20, 4.61], [1.54, 2.53, 5.75], [3.14, 3.90, 4.45], [4.03, 4.63, 2.21], [3.65, 4.66, -0.26], [2.31, 2.89, -1.31], [-3.39, -0.81, 3.68], [-3.66, 7.46, 2.80], [-2.94, 6.56, 2.13], [-1.59, 6.78, 1.90], [-1.01, 7.88, 2.37], [-0.87, 5.85, 1.18], [0.43, 6.08, 0.96], [-1.45, 4.70, 0.67], [-0.50, 3.62, -0.59], [-2.80, 4.49, 0.94], [-3.40, 3.38, 0.50], [-3.54, 5.41, 1.66], [-4.84, 5.20, 1.89], [5.13, -0.79, -0.22], [4.21, -0.48, -1.22], [3.13, 0.33, -0.94], [2.96, 0.86, 0.33], [3.87, 0.56, 1.34], [4.94, -0.28, 1.06], [5.97, -1.43, -0.43], [4.34, -0.89, -2.21], [2.42, 0.58, -1.73], [3.75, 0.94, 2.34], [5.64, -0.51, 1.85], [-1.35, -4.38, 4.21], [-1.39, -4.13, 2.80], [-0.85, -2.97, 2.41], [-0.38, -2.18, 3.20], [-1.04, -2.65, 0.98], [-1.82, -3.43, 0.18], [-1.02, -5.19, -0.01], [-2.06, -6.02, -1.45], [0.29, -4.23, -1.20], [0.72, -2.97, -1.17], [0.26, -1.49, 0.10], [1.78, -1.91, 1.27], [1.92, -2.62, -2.02], [3.00, -3.01, -1.66], [1.78, -1.89, -3.11], [0.47, -1.50, -3.57], [0.76, -5.12, -2.32], [0.28, -5.04, -3.42], [1.69, -6.05, -2.06], [2.34, -6.08, -0.78], [-2.47, -2.80, -1.01], [-1.96, -1.90, -1.62], [-3.66, -3.28, -1.40], [-4.44, -4.11, -0.54], [-1.87, -5.32, 4.36], [-1.84, -3.57, 4.75], [-0.32, -4.46, 4.55], [-2.89, -6.59, -1.03], [-1.40, -6.73, -1.96], [-2.42, -5.30, -2.18], [1.65, -2.90, 1.69], [1.86, -1.19, 2.08], [2.69, -1.89, 0.67], [0.65, -0.95, -4.49], [-0.03, -0.85, -2.86], [-0.13, -2.37, -3.78], [3.25, -6.66, -0.92], [1.71, -6.57, -0.04], [2.61, -5.07, -0.45], [-5.08, -4.71, -1.18], [-5.05, -3.50, 0.11], [-3.82, -4.76, 0.08], [4.21, 3.88, -5.11], [2.32, 3.83, -4.90], [1.55, 4.84, -5.45], [0.17, 4.79, -5.30], [-0.42, 3.74, -4.61], [0.37, 2.75, -4.05], [1.75, 2.78, -4.20], [-0.29, 1.71, -3.17], [-1.37, 1.23, -3.45], [0.45, 1.38, -2.13], [2.02, 5.66, -5.97], [-0.44, 5.58, -5.72], [-1.49, 3.69, -4.49], [2.37, 2.00, -3.78]],
  "mulliken_spin": [2.06, 0.00, 0.02, -0.02, 0.03, 0.04, 0.06, -0.01, -0.03, -0.01, -0.06, 0.15, -0.05, 0.09, -0.06, 0.43, -0.06, 0.39, 0.00, 0.05, -0.02, 0.00, 0.00, 0.01, 0.01, 0.00, 0.00, -0.01, 0.01, 0.02, 0.00, 0.00, 0.00, 0.00, 0.00, 0.00, 0.00, 0.04, 0.01, -0.02, 0.00, 0.00, 0.00, 0.00, 0.01, 0.01, 0.02, 0.00, 0.00, 0.00, 0.00, -0.03, 0.00, 0.00, 0.00, 0.00, 0.00, 0.00, 0.00, -0.01, 0.00, 0.00, 0.00, 0.00, -0.07, 0.01, 0.01, 0.00, 0.00, 0.00, 0.00, 0.00, 0.00, 0.00, 0.00, 0.00, 0.00, 0.00, 0.00, 0.00, 0.00, 0.00, 0.00, 0.00, 0.00, 0.00, 0.00, 0.00, 0.00, 0.00, 0.00, 0.00, 0.00, 0.00, 0.00, 0.00, 0.00, 0.00, 0.00, 0.00, 0.00, 0.00, 0.00, 0.00, 0.01, 0.00, 0.00, 0.00, 0.00, 0.00]
}



[2]
{
  "formula": "C49H40AsClI2N2OPTi",
  "method": "ωB97M-V/def2-TZVPD",
  "multiplicity": 3,
  "orbital_gap_ev": [7.05, 7.63],
  "charge": 1,
  "symbols": ["Ti", "I", "C", "C", "C", "I", "C", "O", "C", "C", "N", "C", "C", "C", "C", "C", "C", "N", "C", "H", "H", "H", "H", "H", "H", "H", "H", "H", "H", "H", "Cl", "C", "C", "C", "C", "C", "C", "P", "C", "C", "C", "C", "C", "C", "C", "C", "C", "C", "C", "C", "H", "H", "H", "H", "H", "H", "H", "H", "H", "H", "H", "H", "H", "H", "C", "C", "C", "C", "C", "C", "As", "C", "C", "C", "C", "C", "C", "C", "C", "C", "C", "C", "C", "H", "H", "H", "H", "H", "H", "H", "H", "H", "H", "H", "H", "H", "H", "H"],
  "positions_angstrom": [[-0.61, -0.93, 0.54], [-4.07, 2.02, 6.72], [-2.85, 1.46, 5.13], [-1.48, 1.34, 5.30], [-0.68, 0.97, 4.23], [1.37, 0.81, 4.49], [-1.23, 0.72, 2.97], [-0.44, 0.39, 1.97], [-2.62, 0.85, 2.80], [-3.24, 0.70, 1.44], [-2.91, -0.56, 0.74], [-3.55, -1.73, 1.35], [-2.62, -2.64, 2.11], [-3.14, -3.56, 3.02], [-2.28, -4.46, 3.63], [-0.92, -4.43, 3.31], [-0.49, -3.48, 2.41], [-1.31, -2.59, 1.83], [-3.41, 1.22, 3.88], [-1.04, 1.52, 6.27], [-2.91, 1.52, 0.79], [-4.32, 0.78, 1.55], [-3.27, -0.45, -0.20], [-4.01, -2.33, 0.56], [-4.36, -1.41, 2.02], [-4.19, -3.56, 3.24], [-2.66, -5.18, 4.34], [-0.22, -5.12, 3.75], [0.55, -3.43, 2.11], [-4.48, 1.33, 3.74], [-0.69, -2.61, -1.38], [0.93, -3.34, -1.63], [0.94, -4.40, -2.51], [2.14, -5.06, -2.73], [3.29, -4.65, -2.06], [3.24, -3.57, -1.19], [2.05, -2.87, -0.95], [1.98, -1.41, 0.15], [3.30, -1.70, 1.37], [2.95, -2.10, 2.65], [3.93, -2.32, 3.61], [5.27, -2.13, 3.29], [5.62, -1.70, 2.02], [4.64, -1.48, 1.06], [2.72, -0.09, -0.87], [3.11, -0.23, -2.19], [3.70, 0.83, -2.86], [3.92, 2.03, -2.20], [3.52, 2.18, -0.88], [2.91, 1.13, -0.22], [0.03, -4.72, -3.01], [2.18, -5.90, -3.41], [4.22, -5.17, -2.22], [4.14, -3.27, -0.67], [1.91, -2.19, 2.94], [3.65, -2.62, 4.61], [6.03, -2.29, 4.03], [6.66, -1.52, 1.77], [4.92, -1.11, 0.08], [2.96, -1.17, -2.72], [4.00, 0.72, -3.89], [4.39, 2.86, -2.72], [3.67, 3.12, -0.37], [2.60, 1.26, 0.82], [1.80, 3.10, -5.02], [1.69, 3.84, -3.86], [0.95, 3.36, -2.79], [0.32, 2.12, -2.87], [0.46, 1.37, -4.03], [1.19, 1.86, -5.10], [-0.69, 1.45, -1.35], [-1.06, 3.13, -0.44], [-1.79, 4.15, -1.05], [-1.97, 5.36, -0.40], [-1.41, 5.57, 0.84], [-0.64, 4.58, 1.43], [-0.46, 3.36, 0.79], [-2.42, 0.98, -2.15], [-3.63, 1.58, -1.82], [-4.83, 1.09, -2.33], [-4.84, 0.00, -3.19], [-3.63, -0.60, -3.53], [-2.44, -0.12, -3.01], [2.37, 3.48, -5.86], [2.17, 4.81, -3.79], [0.87, 3.96, -1.89], [-0.01, 0.40, -4.13], [1.28, 1.27, -6.01], [-2.20, 4.02, -2.05], [-2.55, 6.14, -0.88], [-1.55, 6.52, 1.35], [-0.18, 4.75, 2.40], [0.13, 2.59, 1.26], [-3.66, 2.43, -1.14], [-5.76, 1.57, -2.06], [-5.77, -0.36, -3.60], [-3.62, -1.45, -4.20], [-1.52, -0.63, -3.28]],
  "nbo_charge": [1.10, 0.16, -0.19, -0.25, -0.20, 0.18, 0.29, -0.89, -0.06, -0.23, -0.68, -0.26, 0.24, -0.23, -0.12, -0.25, 0.07, -0.56, -0.23, 0.24, 0.23, 0.20, 0.40, 0.23, 0.22, 0.23, 0.24, 0.24, 0.21, 0.22, 0.02, 0.11, -0.26, -0.17, -0.20, -0.16, -0.42, 0.82, -0.35, -0.21, -0.15, -0.20, -0.21, -0.19, -0.34, -0.22, -0.22, -0.14, -0.21, -0.22, 0.24, 0.23, 0.23, 0.24, 0.22, 0.22, 0.23, 0.23, 0.23, 0.22, 0.22, 0.22, 0.22, 0.23, -0.21, -0.20, -0.24, -0.22, -0.25, -0.20, 0.92, -0.37, -0.16, -0.23, -0.19, -0.20, -0.21, -0.33, -0.24, -0.20, -0.21, -0.20, -0.23, 0.22, 0.22, 0.23, 0.21, 0.22, 0.21, 0.22, 0.22, 0.23, 0.24, 0.23, 0.22, 0.23, 0.22, 0.21]
}